No. 1
# C4H5BNO2

The ion C4H5BNO2 with charge -1 (wB97M-V/def2-TZVPD, the OMol25 dataset).

Structure (ORCA input):
```
! wB97M-V def2-TZVPD RIJCOSX def2/J DEFGRID3
* xyz -1 1
C 1.049 0.582 -1.230
B -0.062 0.792 -0.129
C -0.191 2.029 0.712
N -0.329 3.016 1.296
C -1.085 -0.690 0.129
C -0.217 -1.634 1.094
O -0.523 -1.559 2.282
O 0.625 -2.320 0.514
H 1.658 -0.259 -0.889
H 1.710 1.430 -1.417
H 0.629 0.264 -2.185
H -2.016 -0.446 0.635
H -1.249 -1.204 -0.812
*
```

Results
- energy above the lowest of the compared OMol25 structures with the same formula, charge and spin (kJ/mol) = 4.7
- Kohn-Sham gap (eV) = 7.4036
- LUMO (eV) = 3.1

Löwdin atomic charge list, values in e, 2 entries:
1 C -0.060
2 B -0.249

***

No. 2
# C4H5BO4

A cluster of 2 separate species, C4H5BO4 in total (wB97M-V/def2-TZVPD, the OMol25 dataset).

Structure (ORCA input):
```
! wB97M-V def2-TZVPD RIJCOSX def2/J DEFGRID3
* xyz 0 1
B 2.247 1.288 0.244
C -2.092 -1.251 -0.036
C -1.545 -1.671 1.131
C -0.198 -0.209 0.258
C -1.280 -0.239 -0.572
O -0.377 -0.921 1.347
O 2.369 2.520 0.688
O 3.076 0.458 -0.318
O -1.227 0.412 -1.821
H -2.943 -1.688 -0.369
H -1.894 -2.459 1.762
H 2.996 3.125 0.241
H 2.866 -0.324 -0.767
H -1.997 0.960 -1.789
*
```

Results
- energy above the lowest of the compared OMol25 structures with the same formula, charge and spin (kJ/mol) = 32.1
- Kohn-Sham gap (spin up / spin down) (eV) = 7.2266 / 7.2255
- LUMO (spin up / spin down) (eV) = -0.3 / -0.3

Löwdin atomic charge list, values in e, 2 entries:
1 B -0.365
2 C -0.046

***

No. 3
# C4H5BeCoF3N4NaO14

A structure of composition C4H5BeCoF3N4NaO14 (wB97M-V/def2-TZVPD, the OMol25 dataset).

Structure (ORCA input):
```
! wB97M-V def2-TZVPD RIJCOSX def2/J DEFGRID3
* xyz 1 4
Co -21.224 11.839 -20.360
Na -23.229 15.691 -24.633
Be -19.568 12.671 -25.337
N -21.602 13.496 -27.501
O -20.662 12.819 -27.635
O -22.227 13.831 -28.462
O -21.720 13.948 -26.387
N -22.353 12.562 -23.388
O -21.832 11.999 -24.309
O -21.964 12.314 -22.235
O -23.174 13.429 -23.569
N -20.184 15.842 -23.448
O -19.080 16.131 -22.980
O -20.324 14.665 -23.868
O -21.133 16.612 -23.505
N -18.579 12.087 -22.137
O -19.308 11.706 -21.240
O -17.960 13.191 -21.964
O -18.653 11.603 -23.242
C -23.690 9.063 -26.489
C -22.535 9.757 -27.272
O -21.434 8.895 -27.372
C -20.281 8.998 -26.670
O -19.878 10.072 -26.172
C -19.291 7.803 -26.523
F -19.088 7.613 -25.221
F -19.679 6.623 -26.927
F -18.156 8.200 -27.183
H -23.408 8.698 -25.502
H -24.268 8.311 -27.026
H -24.417 9.844 -26.266
H -22.115 10.704 -26.931
H -22.903 10.087 -28.243
*
```

Results
- Kohn-Sham gap (spin up / spin down) (eV) = 4.7365 / 4.3162
- LUMO (spin up / spin down) (eV) = -7.4 / -7.8

Löwdin atomic charge list, values in e, 2 entries:
1 Co 1.334
2 Na 0.728

***

No. 4
# C4H5Br

A cluster of 2 separate species, C4H5Br in total (wB97M-V/def2-TZVPD, the OMol25 dataset).

Structure (ORCA input):
```
! wB97M-V def2-TZVPD RIJCOSX def2/J DEFGRID3
* xyz 0 1
C 0.331 0.365 -0.031
C 1.031 1.432 0.159
C 0.008 -1.020 0.412
C -0.807 -0.310 -0.602
Br -2.592 0.075 -0.027
H 0.848 2.250 -0.424
H 1.769 1.371 1.034
H 0.510 -1.902 0.182
H -0.312 -1.266 1.359
H -0.785 -0.995 -2.061
*
```

Results
- energy above the lowest of the compared OMol25 structures with the same formula, charge and spin (kJ/mol) = 299.5
- Kohn-Sham gap (eV) = 10.0006
- LUMO (eV) = 0.2

Löwdin atomic charge list, values in e, 2 entries:
1 C -0.363
2 C 0.073

***

No. 5
# C4H5BrN2

A cluster of 2 separate species, C4H5BrN2 in total (wB97M-V/def2-TZVPD, the OMol25 dataset).

Structure (ORCA input):
```
! wB97M-V def2-TZVPD RIJCOSX def2/J DEFGRID3
* xyz 0 1
C 0.604 -1.802 -0.020
C -0.787 -1.894 -0.010
C 0.900 -0.440 0.036
C -0.360 2.356 -0.050
N -1.270 -0.609 0.006
N -0.267 0.139 0.153
Br 2.477 0.519 -0.019
H 1.258 -2.580 -0.142
H -1.480 -2.841 0.027
H 0.597 2.635 0.505
H -0.409 2.060 -1.004
H -1.263 2.456 0.519
*
```

Results
- energy above the lowest of the compared OMol25 structures with the same formula, charge and spin (kJ/mol) = 386.8
- Kohn-Sham gap (eV) = 7.4353
- LUMO (eV) = -1.1

Löwdin atomic charge list, values in e, 2 entries:
1 C -0.131
2 C -0.156

***

No. 6
# C4H5BrN2O

A cluster of 2 separate species, C4H5BrN2O in total (wB97M-V/def2-TZVPD, the OMol25 dataset).

Structure (ORCA input):
```
! wB97M-V def2-TZVPD RIJCOSX def2/J DEFGRID3
* xyz 0 3
C 0.900 0.177 0.742
C -2.543 -1.165 -0.852
C 0.652 0.980 -0.133
C 1.398 -0.338 1.989
N -1.925 -1.455 -1.795
N 0.307 1.364 -1.385
O -1.424 -2.017 -2.713
Br -3.061 -0.066 0.451
H 0.634 -0.472 2.776
H 2.120 -1.235 1.671
H 2.020 0.369 2.449
H -0.184 2.267 -1.338
H 1.106 1.591 -1.863
*
```

Results
- energy above the lowest of the compared OMol25 structures with the same formula, charge and spin (kJ/mol) = 511.5
- Kohn-Sham gap (spin up / spin down) (eV) = 6.4210 / 5.6998
- LUMO (spin up / spin down) (eV) = 0.7 / -2.9

Löwdin atomic charge list, values in e, 2 entries:
1 C -0.127
2 C -0.686

***

No. 7
# C4H5BrN4O2S2

An isolated molecule of C4H5BrN4O2S2 (wB97M-V/def2-TZVPD, the OMol25 dataset).

Structure (ORCA input):
```
! wB97M-V def2-TZVPD RIJCOSX def2/J DEFGRID3
* xyz 0 1
N 0.394 2.563 -1.306
S 1.130 1.201 -0.568
O 1.665 1.695 0.650
O 1.914 0.467 -1.512
N -0.366 0.316 -0.170
C -1.215 0.968 0.732
Br -2.852 1.314 -0.435
S -1.573 -0.094 2.152
C -0.661 -1.407 1.357
N -0.555 -2.699 1.574
C 0.122 -3.135 0.465
C 0.480 -2.102 -0.354
N -0.204 -1.048 0.150
H 0.620 3.351 -0.813
H 0.611 2.853 -2.243
H -0.821 1.904 1.229
H 0.373 -4.122 0.314
H 0.937 -2.023 -1.225
*
```

Results
- energy above the lowest of the compared OMol25 structures with the same formula, charge and spin (kJ/mol) = 38.4
- Kohn-Sham gap (eV) = 8.6457
- LUMO (eV) = 0.1

Löwdin atomic charge list, values in e, 2 entries:
1 N -0.023
2 S 0.657

***

No. 8
# C4H5BrO

A cluster of 2 separate species, C4H5BrO in total (wB97M-V/def2-TZVPD, the OMol25 dataset).

Structure (ORCA input):
```
! wB97M-V def2-TZVPD RIJCOSX def2/J DEFGRID3
* xyz 0 1
C -2.397 -0.356 1.475
C -1.142 -0.087 1.570
C 1.769 0.068 -0.155
C 1.093 0.347 -1.466
O 1.696 1.349 -0.752
Br -0.762 0.028 -1.631
H -2.860 0.087 0.642
H -3.002 -0.738 2.289
H 1.243 -0.017 0.724
H 2.758 -0.605 -0.296
H 1.602 -0.077 -2.400
*
```

Results
- energy above the lowest of the compared OMol25 structures with the same formula, charge and spin (kJ/mol) = 497.1
- Kohn-Sham gap (eV) = 9.4624
- LUMO (eV) = -0.4

Löwdin atomic charge list, values in e, 2 entries:
1 C -0.165
2 C 0.087

***

No. 9
# C4H5BrO2

A cluster of 2 separate species, C4H5BrO2 in total (wB97M-V/def2-TZVPD, the OMol25 dataset).

Structure (ORCA input):
```
! wB97M-V def2-TZVPD RIJCOSX def2/J DEFGRID3
* xyz 0 1
C 0.822 0.063 -0.572
C 2.614 -1.798 -0.852
C 3.284 -0.726 -0.847
C 0.711 0.750 1.735
O 2.101 -2.819 -1.191
O 1.030 0.974 0.347
Br 4.122 0.443 0.482
H 0.262 -0.795 -0.320
H 1.130 0.487 -1.524
H 1.211 1.536 2.206
H 1.274 -0.178 1.885
H -0.388 0.601 2.040
*
```

Results
- energy above the lowest of the compared OMol25 structures with the same formula, charge and spin (kJ/mol) = 451.7
- Kohn-Sham gap (spin up / spin down) (eV) = 7.3984 / 7.3921
- LUMO (spin up / spin down) (eV) = -0.9 / -0.9

Löwdin atomic charge list, values in e, 2 entries:
1 C 0.059
2 C -0.499

***

No. 10
# C4H5BrO2

A cluster of 2 separate species, C4H5BrO2 in total (wB97M-V/def2-TZVPD, the OMol25 dataset).

Structure (ORCA input):
```
! wB97M-V def2-TZVPD RIJCOSX def2/J DEFGRID3
* xyz 0 1
C -0.011 0.147 0.931
C 0.472 -1.437 -1.222
C -1.195 -0.224 0.139
C 0.436 1.495 0.457
O 0.477 -0.525 1.813
O 1.400 -1.309 -1.926
Br -2.047 -1.722 0.583
H 0.080 -2.556 -0.994
H -1.453 0.470 -0.719
H 0.167 2.237 1.086
H 0.216 1.682 -0.587
H 1.457 1.742 0.440
*
```

Results
- energy above the lowest of the compared OMol25 structures with the same formula, charge and spin (kJ/mol) = 321.2
- Kohn-Sham gap (spin up / spin down) (eV) = 7.8399 / 8.0715
- LUMO (spin up / spin down) (eV) = -1.0 / -0.7

Löwdin atomic charge list, values in e, 2 entries:
1 C -0.624
2 C -0.091

***

No. 11
# C4H5BrOS

A structure of composition C4H5BrOS (wB97M-V/def2-TZVPD, the OMol25 dataset).

Structure (ORCA input):
```
! wB97M-V def2-TZVPD RIJCOSX def2/J DEFGRID3
* xyz 0 1
C -0.075 -1.279 -1.000
C 1.048 -1.859 -1.264
C -0.439 -0.091 -0.178
C 0.824 0.255 0.656
O 2.329 -1.922 1.025
S 2.103 -0.982 -0.033
Br 4.072 0.558 0.050
H -1.002 -1.845 -1.351
H -0.950 0.669 -0.838
H -1.171 -0.482 0.478
H 1.195 1.247 0.368
H 0.705 -0.046 1.735
*
```

Results
- energy above the lowest of the compared OMol25 structures with the same formula, charge and spin (kJ/mol) = 310.9
- Kohn-Sham gap (spin up / spin down) (eV) = 6.8704 / 6.8732
- LUMO (spin up / spin down) (eV) = -2.5 / -2.5

Löwdin atomic charge list, values in e, 2 entries:
1 C -0.312
2 C -0.161

***

No. 12
# C4H5BrS

A cluster of 2 separate species, C4H5BrS in total (wB97M-V/def2-TZVPD, the OMol25 dataset).

Structure (ORCA input):
```
! wB97M-V def2-TZVPD RIJCOSX def2/J DEFGRID3
* xyz 0 1
C 0.925 1.008 1.070
C 1.654 1.684 0.403
C -1.491 -1.229 0.235
C -1.331 0.134 0.812
S 2.983 2.404 -0.329
Br -2.109 1.632 -0.236
H -1.353 -2.143 0.727
H -1.169 -1.304 -0.830
H -2.588 -1.368 0.052
H -1.461 0.204 1.846
H 2.322 3.713 -0.264
*
```

Results
- energy above the lowest of the compared OMol25 structures with the same formula, charge and spin (kJ/mol) = 477.7
- Kohn-Sham gap (spin up / spin down) (eV) = 7.0997 / 7.1060
- LUMO (spin up / spin down) (eV) = -1.2 / -1.2

Löwdin atomic charge list, values in e, 2 entries:
1 C -0.044
2 C -0.802

***

No. 13
# C4H5CdLiO2

A structure of composition C4H5CdLiO2 (wB97M-V/def2-TZVPD, the OMol25 dataset).

Structure (ORCA input):
```
! wB97M-V def2-TZVPD RIJCOSX def2/J DEFGRID3
* xyz 1 2
H 0.811 0.923 -2.302
C -0.902 1.234 0.036
C -0.629 0.062 -0.710
C 0.189 -0.991 -0.237
C 1.248 -0.862 0.658
O 1.523 -1.749 1.538
Cd 2.698 -2.088 2.981
H -0.217 1.504 0.860
H -1.374 -0.196 -1.468
H 0.051 -1.979 -0.682
H 1.878 0.043 0.631
O -1.875 1.999 -0.181
Li -3.401 2.100 -1.123
*
```

Results
- energy above the lowest of the compared OMol25 structures with the same formula, charge and spin (kJ/mol) = 288.5
- Kohn-Sham gap (spin up / spin down) (eV) = 7.2201 / 5.8590
- LUMO (spin up / spin down) (eV) = -4.3 / -4.9

Löwdin atomic charge list, values in e, 2 entries:
1 H 0.141
2 C -0.293

***

No. 14
# C4H5CdO2

A structure of composition C4H5CdO2 (wB97M-V/def2-TZVPD, the OMol25 dataset).

Structure (ORCA input):
```
! wB97M-V def2-TZVPD RIJCOSX def2/J DEFGRID3
* xyz -1 1
O -3.044 0.860 0.415
C -2.749 -0.220 -0.367
C -1.582 -0.915 -0.230
C -0.632 -0.803 0.841
C 0.526 -1.542 0.851
O 1.416 -1.586 1.785
Cd 1.857 -0.970 3.591
H -3.337 -0.343 -1.285
H -3.508 0.202 1.091
H -1.352 -1.618 -1.037
H -0.865 -0.168 1.701
H 0.705 -2.199 -0.022
*
```

Results
- energy above the lowest of the compared OMol25 structures with the same formula, charge and spin (kJ/mol) = 0.0
- Kohn-Sham gap (eV) = 5.7645
- LUMO (eV) = 3.5

Löwdin atomic charge list, values in e, 2 entries:
1 O -0.085
2 C -0.328

***

No. 15
# C4H5Cl

An isolated molecule of C4H5Cl (wB97M-V/def2-TZVPD, the OMol25 dataset).

Structure (ORCA input):
```
! wB97M-V def2-TZVPD RIJCOSX def2/J DEFGRID3
* xyz 0 1
Cl 2.755 -0.759 -0.450
C 1.117 -0.329 -0.107
C 0.042 -0.674 0.976
C -0.288 -0.480 -0.430
C 0.437 0.836 -0.745
H -0.131 0.086 1.597
H 0.155 -1.796 1.312
H -0.848 -0.937 -1.156
H 0.682 1.210 -1.717
H 0.064 1.598 -0.079
*
```

Results
- energy above the lowest of the compared OMol25 structures with the same formula, charge and spin (kJ/mol) = 176.1
- Kohn-Sham gap (eV) = 10.3066
- LUMO (eV) = 1.1

Löwdin atomic charge list, values in e, 2 entries:
1 Cl 0.642
2 C -0.789

***

No. 16
# C4H5Cl2NO

A cluster of 3 separate species, C4H5Cl2NO in total (wB97M-V/def2-TZVPD, the OMol25 dataset).

Structure (ORCA input):
```
! wB97M-V def2-TZVPD RIJCOSX def2/J DEFGRID3
* xyz 0 1
C 0.747 -0.516 -0.584
N 0.296 0.778 -0.291
C -0.218 1.750 0.135
O -0.517 2.853 0.329
H 0.349 -1.108 0.349
H 0.223 -0.986 -1.374
H 1.731 -0.348 -1.020
C -1.551 -2.190 2.258
C -2.008 -1.529 1.354
Cl -2.895 -0.770 0.224
H -1.143 -2.635 3.039
Cl 3.023 2.310 -2.520
H 1.961 2.390 -1.899
*
```

Results
- energy above the lowest of the compared OMol25 structures with the same formula, charge and spin (kJ/mol) = 303.8
- Kohn-Sham gap (eV) = 10.6359
- LUMO (eV) = 0.5

Löwdin atomic charge list, values in e, 2 entries:
1 C -0.098
2 N 0.048

***

No. 17
# C4H5Cl2NS

A structure of composition C4H5Cl2NS (wB97M-V/def2-TZVPD, the OMol25 dataset).

Structure (ORCA input):
```
! wB97M-V def2-TZVPD RIJCOSX def2/J DEFGRID3
* xyz 0 1
C -0.968 1.801 -0.170
C -0.436 0.220 1.571
C 0.112 0.959 0.243
C 0.605 0.098 -0.987
N -0.868 2.423 3.301
S 0.059 1.347 3.006
Cl -1.011 3.351 0.331
Cl 1.584 2.004 0.844
H -1.520 0.088 1.586
H 0.034 -0.755 1.748
H 1.757 -0.071 -1.003
H 0.240 0.586 -1.870
H 0.200 -0.947 -0.913
*
```

Results
- energy above the lowest of the compared OMol25 structures with the same formula, charge and spin (kJ/mol) = 535.6
- Kohn-Sham gap (eV) = 7.9009
- LUMO (eV) = -0.9

Löwdin atomic charge list, values in e, 2 entries:
1 C -0.527
2 C -0.375

***

No. 18
# C4H5ClF2

An isolated molecule of C4H5ClF2 (wB97M-V/def2-TZVPD, the OMol25 dataset).

Structure (ORCA input):
```
! wB97M-V def2-TZVPD RIJCOSX def2/J DEFGRID3
* xyz 0 1
C -0.281 1.113 0.472
C -0.564 -0.050 -0.406
C 0.262 0.178 1.503
C 0.368 -0.674 -1.375
F -1.771 -0.638 -0.262
F 1.526 -0.273 1.361
Cl -0.660 -0.601 2.714
H 0.479 1.789 0.093
H -1.163 1.650 0.813
H 0.299 -1.763 -1.354
H 1.397 -0.382 -1.174
H 0.107 -0.349 -2.384
*
```

Results
- energy above the lowest of the compared OMol25 structures with the same formula, charge and spin (kJ/mol) = 231.2
- Kohn-Sham gap (eV) = 8.1756
- LUMO (eV) = 0.9

Löwdin atomic charge list, values in e, 2 entries:
1 C -0.152
2 C -0.323

***

No. 19
# C4H5ClFN3S

An isolated molecule of C4H5ClFN3S (wB97M-V/def2-TZVPD, the OMol25 dataset).

Structure (ORCA input):
```
! wB97M-V def2-TZVPD RIJCOSX def2/J DEFGRID3
* xyz 0 1
H -2.546 -1.107 2.014
N -1.653 -0.888 1.687
C -1.370 -0.850 0.509
S -2.107 -1.800 -0.965
C -0.864 -1.056 -1.972
Cl -0.770 -1.220 -3.641
N -0.043 -0.278 -1.313
N -0.276 -0.138 0.036
C 0.553 0.734 0.816
C 1.879 1.053 0.121
F -0.257 1.897 0.991
H 0.717 0.362 1.892
H 1.885 1.761 -0.647
H 2.145 0.239 -0.415
H 2.706 1.293 0.887
*
```

Results
- Kohn-Sham gap (eV) = 9.3840
- LUMO (eV) = 0.6

Löwdin atomic charge list, values in e, 2 entries:
1 H 0.046
2 N 0.135

***

| no. | strongest force on any atom (eV Å⁻¹) |
| --- | --- |
| 1 | 5.0 |
| 2 | 4.2 |
| 3 | 10.6 |
| 4 | 4.8 |
| 5 | 6.1 |
| 6 | 5.2 |
| 7 | 4.2 |
| 8 | 4.8 |
| 9 | 4.0 |
| 10 | 3.7 |
| 11 | 3.5 |
| 12 | 5.6 |
| 13 | 4.0 |
| 14 | 4.7 |
| 15 | 5.8 |
| 16 | 5.0 |
| 17 | 2.5 |
| 18 | 2.8 |
| 19 | 3.8 |